a | 18
Properties=species:S:1:pos:R:3:nbo_charge:R:1 method="wB97M-V/def2-TZVPD" smiles=C[N@@H+]1CCS[C@H]1N multiplicity=1 lumo_energy_ev=-2.9 gap_ev=10.43 total_charge=+1
C 0.615 0.197 -1.366 -0.251
C -0.451 1.182 -1.836 -0.571
C -0.775 0.299 0.670 -0.013
C 1.364 -0.773 0.870 -0.420
N -1.453 -0.615 1.567 -0.853
N 0.235 -0.517 -0.069 -0.385
S -1.831 1.052 -0.661 0.263
H 1.084 -0.584 -2.087 0.268
H 1.565 0.844 -1.084 0.239
H -0.017 2.235 -1.714 0.251
H -0.900 1.008 -2.842 0.277
H -0.363 1.148 1.227 0.235
H 1.557 0.091 1.484 0.230
H 1.033 -1.586 1.617 0.251
H 2.231 -1.046 0.440 0.233
H -1.288 -0.633 2.499 0.391
H -2.329 -0.887 1.483 0.394
H -0.276 -1.415 -0.197 0.462


b | 18
Properties=species:S:1:pos:R:3:nbo_charge:R:1 method="wB97M-V/def2-TZVPD" smiles=C[C@@]1(N)[NH2+]CCS1 multiplicity=1 lumo_energy_ev=-3.1 gap_ev=10.21 total_charge=+1
C -1.207 -1.158 0.401 -0.246
C -2.054 -0.036 -0.161 -0.569
C 0.559 0.548 -0.184 0.194
C 1.528 0.683 1.015 -0.657
N 1.329 0.788 -1.415 -0.834
N 0.172 -0.921 -0.181 -0.541
S -1.106 1.476 0.122 0.253
H -1.305 -1.114 1.430 0.240
H -1.499 -2.166 0.208 0.245
H -2.290 -0.227 -1.331 0.228
H -3.051 0.042 0.250 0.277
H 1.202 -0.118 1.764 0.208
H 1.304 1.664 1.507 0.267
H 2.556 0.561 0.682 0.250
H 1.921 1.518 -1.184 0.385
H 0.847 0.994 -2.249 0.393
H 0.824 -1.275 0.483 0.449
H 0.269 -1.258 -1.157 0.460


c | 18
Properties=species:S:1:pos:R:3:nbo_charge:R:1 method="wB97M-V/def2-TZVPD" multiplicity=1 lumo_energy_ev=-3.6 gap_ev=9.90 total_charge=+1
C 0.621 0.239 0.109 0.143
C 2.996 0.768 0.318 -0.589
C 1.880 0.364 -0.529 -0.487
C -2.002 -0.331 0.480 -0.153
N -0.285 -0.552 -0.257 -0.411
N -2.653 -1.542 -0.021 -0.720
S -2.672 1.150 -0.126 0.072
H 0.574 1.040 0.892 0.183
H 2.646 1.429 1.111 0.203
H 3.467 -0.097 0.773 0.221
H 3.736 1.385 -0.243 0.236
H 2.198 -0.428 -1.141 0.240
H 1.710 1.172 -1.163 0.245
H -1.692 -0.304 1.492 0.257
H -3.586 -1.518 0.490 0.461
H -2.176 -2.473 0.181 0.469
H -2.778 -1.516 -1.069 0.469
H -1.982 1.216 -1.296 0.161


b comes first in stability; the runner-up is 50.1 kJ/mol higher.


a | 10
Properties=species:S:1:pos:R:3:nbo_charge:R:1 method="wB97M-V/def2-TZVPD" multiplicity=1 lumo_energy_ev=0.7 gap_ev=9.31 total_charge=0
C -0.520 -1.167 0.103 0.136
H -1.318 0.813 -0.925 0.350
H -1.657 0.154 -2.398 0.368
H -0.201 -2.115 0.782 0.215
H -0.809 0.568 1.955 0.417
H 1.205 1.863 0.341 0.076
N -0.986 0.136 -1.706 -0.605
N -0.648 -1.026 -1.186 -0.212
N -0.352 0.178 0.888 -0.934
S 1.237 0.669 0.854 0.188


b | 10
Properties=species:S:1:pos:R:3:nbo_charge:R:1 method="wB97M-V/def2-TZVPD" smiles="N/N=C/NS" multiplicity=1 lumo_energy_ev=1.0 gap_ev=9.15 total_charge=0
C -0.478 0.362 0.294 0.166
H -3.520 -0.613 -0.551 0.388
H -3.015 1.107 -0.297 0.349
H -0.682 1.528 0.582 0.164
H 0.234 -1.423 0.368 0.420
H 2.390 0.648 1.004 0.128
N -2.875 0.075 -0.098 -0.657
N -1.540 -0.284 -0.123 -0.324
N 0.680 -0.462 0.461 -0.806
S 2.101 0.080 -0.285 0.171


c | 10
Properties=species:S:1:pos:R:3:nbo_charge:R:1 method="wB97M-V/def2-TZVPD" multiplicity=1 lumo_energy_ev="0.5 / -1.5" gap_ev="9.44 / 5.33" total_charge=0
C -0.161 1.823 1.000 -0.810
N 0.083 -1.738 -0.172 0.038
N -0.024 -1.109 0.790 -0.165
N 0.477 -2.020 -1.330 -0.594
S -1.372 1.467 -0.334 0.072
H 0.227 0.776 1.204 0.275
H -0.578 2.420 1.877 0.211
H 0.566 2.529 0.724 0.218
H 0.785 -1.287 -2.031 0.359
H -0.002 -2.861 -1.728 0.396


b comes first in stability; the runner-up is 78.1 kJ/mol higher.